Computed, not measured: a molecular structure, C47H47GeOP2Ru, with ωB97M-V/def2-TZVPD.

XYZ file:
```
99
C47H47GeOP2Ru, DFT ωB97M-V/def2-TZVPD
Ru -0.24 1.21 -0.48
C 1.76 2.35 2.27
C 1.09 2.54 0.94
C -0.24 3.06 0.88
C -0.86 3.38 -0.33
C -0.17 3.08 -1.53
C 1.14 2.52 -1.51
C 1.78 2.30 -0.27
H 1.82 1.31 2.60
H 1.23 2.90 3.04
H 2.78 2.73 2.23
H -0.76 3.22 1.82
H -1.84 3.84 -0.35
H -0.63 3.29 -2.48
H 1.65 2.33 -2.44
H 2.79 1.91 -0.25
O -2.06 -0.32 0.65
C -1.85 0.04 1.97
C -2.44 1.15 2.54
C -2.08 1.52 3.83
C -1.12 0.80 4.53
C -0.56 -0.33 3.96
C -0.94 -0.75 2.69
P -0.38 -2.37 2.08
C 0.20 -3.27 3.52
C -0.71 -3.52 4.55
C -0.31 -4.22 5.67
C 1.00 -4.68 5.77
C 1.91 -4.43 4.75
C 1.51 -3.72 3.63
C 1.00 -2.24 0.92
C 1.78 -1.09 0.79
C 2.93 -1.13 0.02
C 3.31 -2.30 -0.62
C 2.53 -3.44 -0.50
C 1.37 -3.41 0.26
C -3.30 -0.11 0.02
C -4.49 -0.24 0.70
C -5.68 -0.12 -0.02
C -5.65 0.09 -1.39
C -4.44 0.20 -2.05
C -3.24 0.11 -1.35
P -1.59 0.22 -2.11
C -1.87 1.04 -3.70
C -2.55 2.26 -3.74
C -2.74 2.91 -4.94
C -2.24 2.36 -6.12
C -1.57 1.15 -6.09
C -1.38 0.49 -4.88
C -1.17 -1.50 -2.50
C -2.14 -2.49 -2.63
C -1.78 -3.77 -3.01
C -0.45 -4.07 -3.28
C 0.52 -3.08 -3.16
C 0.17 -1.81 -2.75
H -3.15 1.74 1.98
H -2.54 2.39 4.28
H -0.83 1.11 5.53
H 0.16 -0.91 4.53
H -1.73 -3.15 4.49
H -1.01 -4.41 6.47
H 1.31 -5.23 6.65
H 2.93 -4.78 4.84
H 2.23 -3.52 2.84
H 1.53 -0.18 1.34
H 3.54 -0.25 -0.07
H 4.22 -2.32 -1.21
H 2.82 -4.36 -1.00
H 0.78 -4.32 0.35
H -4.51 -0.43 1.76
H -6.62 -0.21 0.50
H -6.58 0.16 -1.94
H -4.42 0.36 -3.12
H -2.95 2.69 -2.83
H -3.27 3.85 -4.97
H -2.39 2.88 -7.06
H -1.19 0.72 -7.00
H -0.87 -0.47 -4.88
H -3.18 -2.26 -2.45
H -2.53 -4.54 -3.11
H -0.17 -5.06 -3.61
H 1.56 -3.31 -3.38
H 0.93 -1.04 -2.63
C -4.63 -3.85 0.59
Ge -3.46 -3.75 2.14
C -3.22 -5.51 2.94
C -4.07 -2.47 3.49
C -1.68 -3.29 1.30
H -5.65 -4.12 0.89
H -4.27 -4.62 -0.09
H -4.67 -2.90 0.05
H -4.14 -5.83 3.41
H -2.43 -5.51 3.69
H -2.96 -6.25 2.18
H -4.02 -2.92 4.48
H -5.12 -2.23 3.30
H -3.51 -1.54 3.52
H -1.88 -2.83 0.32
H -1.25 -4.27 1.11
```

Summary:
total charge = +2
spin multiplicity = 2
highest occupied orbital energy (alpha / beta) = -12.7 / -13.4 eV
strongest force on any atom = 0.57 eV/A
⟨S²⟩ = 0.76

***

Computed, not measured: a molecular structure, C47H47MoNP2 in a non-equilibrium geometry, with ωB97M-V/def2-TZVPD.

XYZ file:
```
98
C47H47MoNP2, DFT ωB97M-V/def2-TZVPD
Mo -0.38 0.36 2.07
C -2.46 0.09 3.20
C -2.66 0.09 1.82
C -3.34 1.29 1.21
C -2.35 2.04 0.31
C -1.03 2.23 1.05
C -0.82 2.47 2.45
C -1.77 2.60 3.63
C -2.55 1.34 4.04
C 1.11 0.21 0.64
H -2.58 -0.86 3.72
H -2.61 -0.85 1.23
H -3.78 1.94 1.97
H -4.22 0.93 0.65
H -2.16 1.40 -0.56
H -2.72 2.97 -0.14
H -0.21 2.62 0.42
H 0.12 2.98 2.70
H -2.45 3.48 3.54
H -1.12 2.87 4.51
H -2.24 1.05 5.05
H -3.60 1.63 4.18
H 2.12 0.08 1.10
H 1.12 1.06 -0.07
H 0.90 -0.72 0.08
P -0.31 -1.51 -2.98
P 1.12 1.23 -2.78
C -1.28 -0.02 -3.26
C -0.66 1.21 -2.96
C -0.43 -2.51 -4.57
C -1.32 -2.26 -5.63
C -1.65 -3.30 -6.51
C -0.92 -4.49 -6.49
C 0.23 -4.56 -5.69
C 0.49 -3.57 -4.74
C -1.20 -2.52 -1.75
C -0.44 -3.00 -0.64
C -1.03 -3.84 0.31
C -2.34 -4.29 0.08
C -3.06 -3.94 -1.07
C -2.53 -2.97 -1.94
C 1.85 1.13 -4.52
C 1.59 0.02 -5.34
C 2.08 -0.09 -6.65
C 2.91 0.91 -7.16
C 3.27 1.98 -6.34
C 2.73 2.11 -5.05
C 1.69 2.82 -2.08
C 2.97 2.78 -1.48
C 3.51 3.89 -0.84
C 2.74 5.07 -0.76
C 1.44 5.11 -1.29
C 0.92 3.99 -1.94
H -2.31 -0.12 -3.64
H -1.23 2.14 -2.81
H -1.80 -1.28 -5.74
H -2.48 -3.19 -7.20
H -1.22 -5.34 -7.12
H 0.90 -5.40 -5.80
H 1.38 -3.63 -4.10
H 0.61 -2.75 -0.49
H -0.45 -4.19 1.19
H -2.79 -4.98 0.79
H -4.02 -4.40 -1.34
H -3.12 -2.62 -2.81
H 0.96 -0.78 -4.95
H 1.80 -0.95 -7.26
H 3.26 0.85 -8.19
H 3.96 2.75 -6.70
H 2.97 2.98 -4.44
H 3.54 1.85 -1.53
H 4.52 3.86 -0.42
H 3.18 5.96 -0.30
H 0.86 6.03 -1.20
H -0.09 4.05 -2.35
C 1.91 2.63 6.60
C 2.04 2.87 5.23
C 1.85 1.83 4.30
C 1.31 0.59 4.74
C 1.46 0.30 6.13
C 1.65 1.33 7.05
N 0.61 -0.21 3.86
C 0.24 -1.49 4.31
C 0.57 -2.63 3.54
C 0.42 -3.88 4.13
C -0.10 -3.98 5.44
C -0.78 -2.89 6.02
C -0.58 -1.63 5.45
H 2.01 3.43 7.33
H 2.29 3.87 4.85
H 2.08 1.96 3.23
H 1.34 -0.71 6.52
H 1.60 1.10 8.12
H 0.89 -2.50 2.51
H 0.68 -4.80 3.58
H -0.09 -4.94 5.96
H -1.43 -3.00 6.90
H -1.09 -0.75 5.86
```

Summary:
total charge = +2
spin multiplicity = 3
highest occupied orbital energy (alpha / beta) = -12.4 / -12.2 eV
strongest force on any atom = 3.02 eV/A
⟨S²⟩ = 2.12

***

Computed, not measured: a molecular structure, C47H47N5O6ReS2SbSi in a non-equilibrium geometry, with ωB97M-V/def2-TZVPD.

XYZ file:
```
110
C47H47N5O6ReS2SbSi, DFT ωB97M-V/def2-TZVPD
Re -0.05 -1.07 0.01
S 1.51 -8.36 -0.16
N 0.49 -7.54 0.78
C 0.44 -6.28 0.37
C -0.33 -5.22 0.93
C -1.17 -5.36 2.04
C -1.86 -4.25 2.49
C -1.67 -3.03 1.86
N -0.87 -2.88 0.82
C -0.21 -3.95 0.33
C 0.61 -3.71 -0.84
N 0.61 -2.48 -1.35
C 1.35 -2.20 -2.56
C 2.29 -3.28 -2.99
C 2.28 -4.50 -2.45
C 1.38 -4.77 -1.37
C 1.28 -6.05 -0.77
N 1.93 -7.15 -1.14
H -1.25 -6.32 2.51
H -2.53 -4.32 3.34
H -2.17 -2.14 2.22
H 1.95 -1.29 -2.37
H 2.96 -3.02 -3.80
H 2.93 -5.30 -2.77
C 1.07 -1.99 3.66
C 1.35 -0.68 2.92
C 1.92 0.36 3.86
O 0.15 -0.18 2.29
C 2.23 -0.90 1.65
O 3.12 -0.11 1.37
O 1.81 -1.83 0.92
H 0.28 -1.83 4.39
H 1.96 -2.33 4.17
H 0.75 -2.77 2.97
H 1.13 0.74 4.51
H 2.35 1.19 3.30
H 2.70 -0.08 4.48
H -0.56 -0.10 2.96
O -3.54 -0.66 -0.19
C -3.49 -0.07 0.94
N -2.41 0.43 1.44
S -2.72 1.04 2.97
O -1.97 0.20 3.88
O -2.48 2.44 3.03
C -4.47 0.65 2.96
C -5.47 0.88 3.87
C -6.76 0.49 3.52
C -7.02 -0.12 2.30
C -6.00 -0.37 1.40
C -4.72 0.04 1.74
H -5.26 1.35 4.82
H -7.57 0.67 4.21
H -8.04 -0.39 2.05
H -6.17 -0.86 0.46
C 1.96 4.43 -1.65
C 0.53 4.23 -1.27
C -0.32 5.33 -1.31
C -1.65 5.23 -0.97
C -2.17 4.00 -0.62
C -1.34 2.90 -0.56
C 0.01 3.00 -0.88
Sb 1.24 1.30 -0.44
C 2.41 1.07 -2.29
C 3.70 0.56 -2.18
C 4.51 0.47 -3.30
C 4.03 0.88 -4.53
C 2.73 1.33 -4.65
C 1.89 1.41 -3.54
C 0.47 1.84 -3.74
C 2.47 2.55 0.84
C 3.83 2.66 0.56
C 4.61 3.57 1.25
C 4.05 4.37 2.22
C 2.70 4.24 2.51
C 1.89 3.32 1.84
C 0.45 3.24 2.24
H 2.03 4.91 -2.62
H 2.51 3.49 -1.70
H 2.45 5.08 -0.93
H 0.10 6.29 -1.59
H -2.28 6.11 -0.98
H -3.22 3.90 -0.36
H -1.74 1.95 -0.24
H 4.07 0.21 -1.23
H 5.51 0.07 -3.22
H 4.67 0.84 -5.41
H 2.34 1.62 -5.61
H 0.15 1.59 -4.75
H 0.38 2.91 -3.61
H -0.18 1.34 -3.02
H 4.28 2.04 -0.20
H 5.67 3.64 1.03
H 4.65 5.09 2.76
H 2.25 4.85 3.28
H 0.35 3.24 3.32
H -0.04 2.35 1.85
H -0.09 4.11 1.87
C -2.76 -2.69 -1.84
Si -2.18 -0.95 -1.24
C -2.72 0.26 -2.64
C 0.41 -1.87 -3.74
H -3.70 -2.63 -2.39
H -2.92 -3.38 -1.01
H -2.03 -3.14 -2.49
H -2.36 -0.05 -3.61
H -2.42 1.29 -2.48
H -3.81 0.25 -2.68
H -0.15 -2.76 -4.02
H 1.00 -1.55 -4.59
H -0.28 -1.09 -3.45
```

Summary:
total charge = +1
spin multiplicity = 4
highest occupied orbital energy (alpha / beta) = -10.2 / -10.2 eV
strongest force on any atom = 2.55 eV/A
⟨S²⟩ = 3.84

***

Computed, not measured: a molecular structure, C47H47N5O6ReS2SbSi in a non-equilibrium geometry, with ωB97M-V/def2-TZVPD.

XYZ file:
```
110
C47H47N5O6ReS2SbSi, DFT ωB97M-V/def2-TZVPD
Re 1.32 -1.81 1.39
S 8.08 0.16 -1.23
N 7.63 -0.28 0.25
C 6.33 -0.52 0.19
C 5.51 -0.95 1.31
C 5.98 -1.19 2.60
C 5.10 -1.60 3.57
C 3.76 -1.76 3.25
N 3.29 -1.53 2.02
C 4.16 -1.13 1.05
C 3.59 -0.92 -0.27
N 2.27 -1.13 -0.37
C 1.66 -0.94 -1.54
C 2.37 -0.55 -2.67
C 3.73 -0.34 -2.58
C 4.36 -0.52 -1.35
C 5.78 -0.31 -1.10
N 6.67 0.08 -2.00
H 7.03 -1.04 2.81
H 5.42 -1.80 4.58
H 3.04 -2.10 3.98
H 0.59 -1.09 -1.57
H 1.84 -0.40 -3.60
H 4.32 -0.03 -3.44
C -1.67 -4.40 0.63
C -0.68 -3.61 -0.21
C -1.16 -3.47 -1.64
O -0.52 -2.24 0.35
C 0.67 -4.32 -0.17
O 0.78 -5.41 -0.66
O 1.63 -3.65 0.44
H -2.64 -3.90 0.67
H -1.32 -4.54 1.65
H -1.79 -5.38 0.17
H -2.18 -3.09 -1.67
H -1.13 -4.46 -2.11
H -0.51 -2.81 -2.21
H -1.25 -2.07 1.01
O 1.81 -4.12 3.47
C 0.72 -3.65 3.68
N 0.29 -2.45 3.09
S -1.20 -1.97 3.65
O -1.11 -0.84 4.53
O -2.08 -1.85 2.51
C -1.48 -3.43 4.58
C -2.59 -3.75 5.34
C -2.53 -4.93 6.06
C -1.39 -5.75 6.03
C -0.28 -5.40 5.27
C -0.34 -4.22 4.55
H -3.46 -3.11 5.37
H -3.37 -5.23 6.66
H -1.38 -6.66 6.60
H 0.60 -6.01 5.23
C -3.37 4.37 -2.99
C -2.71 3.69 -4.16
C -3.04 4.11 -5.46
C -2.44 3.54 -6.58
C -1.50 2.54 -6.43
C -1.16 2.11 -5.15
C -1.76 2.67 -4.02
Sb -1.11 1.85 -2.15
C -0.49 3.69 -1.22
C -1.22 4.39 -0.27
C -0.73 5.56 0.31
C 0.51 6.04 -0.08
C 1.24 5.36 -1.05
C 0.76 4.19 -1.63
C 1.59 3.51 -2.69
C -3.02 1.23 -1.37
C -3.56 1.65 -0.15
C -4.72 1.08 0.36
C -5.35 0.07 -0.34
C -4.83 -0.35 -1.56
C -3.68 0.22 -2.10
C -3.22 -0.22 -3.46
H -4.22 4.96 -3.32
H -2.67 5.04 -2.49
H -3.72 3.65 -2.26
H -3.77 4.89 -5.58
H -2.72 3.88 -7.56
H -1.03 2.09 -7.29
H -0.43 1.32 -5.03
H -2.20 4.05 0.03
H -1.32 6.09 1.04
H 0.90 6.96 0.35
H 2.20 5.75 -1.36
H 2.57 3.99 -2.76
H 1.12 3.57 -3.67
H 1.75 2.45 -2.46
H -3.07 2.40 0.44
H -5.12 1.42 1.31
H -6.25 -0.39 0.05
H -5.34 -1.13 -2.12
H -3.86 -1.01 -3.85
H -2.19 -0.60 -3.45
H -3.24 0.61 -4.17
C -0.78 1.18 1.76
Si 0.99 0.61 2.00
C 1.53 0.88 3.78
C 2.07 1.73 0.93
H -1.31 1.21 2.71
H -1.36 0.53 1.10
H -0.77 2.19 1.33
H 1.51 1.95 4.00
H 2.54 0.52 3.97
H 0.84 0.38 4.46
H 1.82 2.77 1.15
H 1.91 1.57 -0.14
H 3.14 1.60 1.15
```

Summary:
total charge = +1
spin multiplicity = 4
highest occupied orbital energy (alpha / beta) = -10.2 / -10.2 eV
strongest force on any atom = 1.33 eV/A
⟨S²⟩ = 3.77